1.
ORCA calculation (ωB97M-V/def2-TZVPD) on a structure of composition C4H8N2O3S in a non-equilibrium geometry.

E_tot	-24234.65822	eV
E_HOMO	-10.44	eV
net charge	0
strongest force on any atom	4.91	eV Å⁻¹

```
18
Properties=species:S:1:pos:R:3:forces:R:3
C 0.763 -0.736 0.192 -0.45 0.42 -1.14
C -0.429 0.063 -0.165 0.66 2.50 -3.17
C -1.018 -0.174 -1.588 0.31 -2.75 0.55
C 0.122 1.569 -0.108 -2.69 -1.83 0.90
N 0.762 -1.171 1.349 -0.71 -1.34 4.67
N 1.811 -0.891 -0.601 1.16 0.89 -2.79
O -0.239 0.455 3.024 -0.12 0.29 -0.24
O -1.356 -1.736 2.787 0.90 1.25 -0.90
O -1.459 -0.143 0.722 1.24 -0.76 2.98
S -0.593 -0.655 2.210 -0.97 -1.69 -1.52
H -1.691 0.613 -1.696 -1.14 1.34 -0.73
H -1.647 -1.129 -1.579 0.94 1.17 0.10
H -0.329 -0.266 -2.458 -0.21 0.38 0.87
H -0.673 2.161 -0.504 -0.51 0.75 0.15
H 0.928 1.700 -0.704 2.58 0.16 -2.28
H 0.457 1.865 0.857 -0.27 0.15 1.05
H 1.875 -0.342 -1.480 -0.34 -0.79 1.11
H 2.715 -1.182 -0.260 -0.36 -0.12 0.41
```
Positions in Å, forces in eV/Å.

***

2.
ORCA calculation (ωB97M-V/def2-TZVPD) on a structure of composition C54H50F4N5O3P2Pd.

E_tot	-103320.33294	eV
E_HOMO (alpha / beta)	-7.22 / -9.55	eV
expectation value of S²	6.14
net charge	+1
multiplicity	5
strongest force on any atom	0.48	eV Å⁻¹

```
119
Properties=species:S:1:pos:R:3:forces:R:3
Pd 1.604 0.444 -1.144 0.07 0.47 -0.07
C -4.397 5.469 -0.610 -0.02 0.01 -0.02
C -3.916 4.725 0.627 -0.01 -0.03 0.01
N -3.222 3.486 0.304 0.03 0.03 0.01
C -1.855 3.525 0.170 -0.02 -0.02 0.02
C -1.106 2.438 -0.149 0.01 0.14 0.06
C 0.367 2.705 -0.378 -0.11 -0.01 0.01
O 1.023 3.270 0.488 0.00 0.05 0.00
O 0.772 2.332 -1.543 0.13 -0.18 0.15
C -1.756 1.196 -0.318 -0.02 -0.10 -0.02
O -1.131 -0.027 -0.373 -0.04 0.03 0.02
C -3.165 1.137 -0.247 -0.02 0.06 -0.01
C -3.874 -0.063 -0.459 -0.03 -0.03 0.00
C -5.247 -0.071 -0.401 0.05 -0.04 0.03
F -5.897 -1.251 -0.570 -0.03 0.00 -0.01
C -5.994 1.068 -0.174 0.03 0.04 -0.01
C -5.304 2.271 0.051 0.01 0.01 -0.05
C -3.919 2.319 0.042 -0.01 -0.03 -0.04
N -7.426 1.068 -0.118 -0.04 0.08 0.07
C -7.994 0.694 1.172 0.00 -0.07 0.01
C -9.427 1.275 1.252 -0.02 0.00 -0.03
N -9.732 1.888 -0.083 0.05 0.00 0.00
C -9.605 0.871 -1.177 -0.01 0.00 0.02
C -8.131 0.396 -1.199 0.00 0.00 -0.06
H -4.921 6.383 -0.326 0.00 0.00 0.00
H -5.070 4.854 -1.208 0.00 0.00 0.00
H -3.551 5.744 -1.240 0.01 0.00 0.01
H -4.741 4.493 1.302 0.00 0.01 0.00
H -3.221 5.342 1.196 0.01 0.01 -0.02
H -1.392 4.487 0.339 0.02 -0.01 0.00
H -3.346 -0.976 -0.684 0.01 0.00 0.00
H -5.890 3.166 0.204 -0.01 -0.02 0.02
H -7.377 1.116 1.960 -0.01 0.00 0.00
H -8.022 -0.393 1.309 0.01 0.00 0.00
H -9.522 2.059 2.000 0.01 0.00 0.00
H -10.185 0.517 1.434 0.00 0.00 0.01
H -8.993 2.580 -0.251 -0.02 0.01 0.00
H -10.643 2.341 -0.090 -0.01 -0.02 0.01
H -9.912 1.342 -2.107 0.01 0.01 0.00
H -10.302 0.070 -0.940 -0.01 0.00 -0.02
H -7.659 0.669 -2.141 -0.01 0.01 0.00
H -8.105 -0.693 -1.113 0.02 0.00 0.01
C 5.644 -0.978 -0.359 -0.02 -0.02 0.10
N 4.269 -0.504 -0.387 0.01 0.08 -0.23
P 2.912 -1.356 -0.940 0.00 -0.02 0.21
C 3.429 -2.087 -2.516 0.08 -0.10 0.01
C 3.484 -1.242 -3.624 0.05 -0.01 0.01
C 3.950 -1.713 -4.840 -0.02 0.03 0.02
C 4.360 -3.036 -4.958 0.00 -0.02 0.00
C 4.308 -3.881 -3.860 0.00 0.00 -0.01
C 3.847 -3.409 -2.638 0.00 0.01 -0.01
C 2.666 -2.696 0.219 0.03 0.01 0.00
C 3.451 -2.732 1.511 -0.03 -0.02 -0.04
C 3.270 -4.040 2.221 -0.02 -0.01 -0.01
C 2.377 -4.983 1.842 0.01 -0.01 0.02
C 1.575 -4.805 0.692 0.00 0.01 -0.01
C 1.773 -3.677 -0.117 -0.02 -0.03 0.01
P 3.676 1.096 -0.255 -0.10 -0.16 -0.07
C 4.822 2.233 -1.043 0.01 0.01 -0.02
C 4.249 3.112 -1.963 0.02 0.02 0.02
C 5.046 4.033 -2.628 -0.03 -0.01 0.00
C 6.410 4.076 -2.384 0.01 0.00 0.00
C 6.985 3.205 -1.467 0.00 0.00 0.00
C 6.195 2.288 -0.793 0.00 -0.02 0.01
C 3.613 1.462 1.497 0.01 0.04 0.02
C 4.458 2.327 2.129 0.02 0.02 0.03
C 4.326 2.633 3.497 0.02 0.00 -0.05
C 3.287 2.047 4.254 -0.03 -0.02 0.01
C 2.381 1.229 3.668 0.00 0.00 0.00
C 2.411 0.894 2.209 0.00 0.01 0.02
H 5.664 -2.049 -0.563 0.00 0.00 -0.01
H 6.099 -0.808 0.621 0.00 0.01 0.00
H 6.247 -0.484 -1.123 0.00 -0.01 -0.01
H 3.149 -0.213 -3.532 0.00 0.01 0.00
H 3.986 -1.051 -5.695 0.00 -0.01 -0.01
H 4.718 -3.408 -5.909 0.00 0.00 0.00
H 4.627 -4.911 -3.951 0.00 0.00 0.00
H 3.803 -4.075 -1.786 0.00 0.01 0.00
H 4.516 -2.663 1.255 0.01 0.00 0.02
H 3.882 -4.216 3.097 0.01 0.01 0.00
H 2.282 -5.890 2.425 0.00 0.00 0.00
H 0.847 -5.551 0.403 0.00 0.00 0.00
H 1.219 -3.608 -1.047 0.05 0.00 0.04
H 3.178 3.077 -2.134 0.00 0.00 -0.01
H 4.597 4.717 -3.336 0.01 0.00 0.00
H 7.030 4.792 -2.906 0.00 0.00 0.00
H 8.049 3.243 -1.274 0.00 0.00 0.00
H 6.651 1.622 -0.071 -0.01 0.01 0.00
H 5.252 2.806 1.572 -0.01 -0.01 -0.02
H 5.031 3.307 3.963 -0.01 0.00 0.01
H 3.213 2.259 5.313 0.00 0.01 0.00
H 1.577 0.784 4.243 0.00 0.01 0.00
H 1.528 1.360 1.738 0.01 0.01 0.04
F 1.633 -2.064 6.463 0.00 0.00 0.00
C 1.160 -2.784 5.428 -0.01 0.00 0.00
F -0.175 -2.845 5.565 0.00 0.01 0.00
F 1.627 -4.039 5.590 -0.01 -0.01 -0.01
C 1.572 -2.207 4.104 0.04 -0.01 0.03
C 0.568 -1.882 3.107 -0.02 0.02 -0.06
C 0.896 -0.980 2.166 -0.01 0.00 0.03
N 2.212 -0.561 1.984 0.04 -0.01 -0.06
C 3.227 -1.476 2.495 0.00 0.00 0.04
C 2.859 -1.927 3.879 -0.03 0.00 0.01
H -0.447 -2.234 3.202 0.00 -0.01 0.01
H 0.162 -0.505 1.525 -0.02 -0.02 -0.01
H 4.161 -0.913 2.523 0.01 0.00 -0.02
H 3.611 -2.040 4.650 0.01 0.01 -0.01
C -0.216 -0.398 -1.368 0.01 -0.18 -0.14
C -0.466 -1.727 -1.851 0.02 0.01 0.07
C -1.320 -2.641 -1.201 -0.04 -0.04 0.00
C -1.455 -3.938 -1.667 0.00 0.01 0.00
C -0.757 -4.365 -2.791 0.01 -0.01 -0.02
C 0.081 -3.471 -3.454 -0.02 0.03 -0.01
C 0.225 -2.177 -2.993 -0.05 0.00 -0.06
H -1.824 -2.341 -0.292 0.01 0.00 -0.01
H -2.099 -4.630 -1.137 0.00 0.00 0.00
H -0.866 -5.381 -3.150 0.00 0.00 0.00
H 0.624 -3.786 -4.336 0.01 -0.01 0.00
H 0.872 -1.484 -3.516 -0.06 0.00 0.01
```
Positions in Å, forces in eV/Å.

***

3.
ORCA calculation (ωB97M-V/def2-TZVPD) on a cluster of 2 separate species, C2H8N4 in total in a non-equilibrium geometry.

E_tot	-8163.07621	eV
E_HOMO	-9.05	eV
net charge	0
strongest force on any atom	2.85	eV Å⁻¹
SMILES string	[H]/N=C/N.[H]/N=C/N

```
14
Properties=species:S:1:pos:R:3:forces:R:3
N 0.127 -1.139 -1.234 -1.34 -0.59 -2.05
C 1.268 -1.355 -0.580 0.81 1.13 2.19
N 2.032 -0.386 -0.111 -1.11 -2.47 -0.42
H -0.649 -0.497 -1.032 0.76 0.41 0.51
H -0.251 -1.863 -1.834 0.37 -0.27 0.46
H 1.432 -2.374 -0.174 0.11 0.10 -0.97
H 2.559 -0.909 0.590 0.70 0.68 -0.09
N 0.124 1.385 0.715 -0.91 -1.49 -0.68
C -1.220 1.251 0.681 -1.09 2.51 0.80
N -1.972 0.353 0.154 0.80 -0.39 0.97
H 0.690 0.571 0.355 0.17 1.70 0.31
H 0.441 2.337 0.662 0.47 -0.17 0.10
H -1.722 2.157 1.168 0.53 -1.04 -0.29
H -2.859 0.469 0.641 -0.29 -0.12 -0.84
```
Positions in Å, forces in eV/Å.

***

4.
ORCA calculation (ωB97M-V/def2-TZVPD) on the molecule C5H8Cl2N2 in a non-equilibrium geometry.

E_tot	-33335.92709	eV
E_HOMO (alpha / beta)	-7.00 / -7.00	eV
net charge	0
strongest force on any atom	3.32	eV Å⁻¹

```
17
Properties=species:S:1:pos:R:3:forces:R:3
C 0.251 0.784 -0.430 2.25 1.94 -0.26
C 1.228 -0.200 -0.035 0.58 -0.44 -1.51
C -1.899 -0.152 -0.246 -1.02 -2.66 -0.52
C -1.653 2.278 0.016 2.32 -2.34 0.41
C 2.210 -2.314 0.447 -0.62 -0.52 -1.30
N -1.072 0.823 -0.244 0.29 3.24 -0.11
N 1.056 -1.434 0.286 -0.14 0.87 0.53
Cl -3.505 0.035 0.340 0.05 -0.18 -0.02
Cl -1.531 -1.689 -1.012 -0.42 1.36 0.56
H 0.662 1.805 -0.776 -0.58 -1.96 0.81
H 2.249 0.231 -0.266 -0.62 -0.55 0.38
H -1.964 2.113 0.989 -0.38 0.45 2.31
H -0.931 3.107 -0.041 -0.21 -0.88 -0.46
H -2.540 2.305 -0.487 -1.97 0.78 -2.02
H 2.673 -2.231 1.413 0.27 0.23 0.57
H 1.783 -3.375 0.404 1.00 1.33 -0.30
H 2.984 -2.085 -0.359 -0.79 -0.66 0.94
```
Positions in Å, forces in eV/Å.

***

5.
ORCA calculation (ωB97M-V/def2-TZVPD) on a structure of composition C2HBr2FO in a non-equilibrium geometry.

E_tot	-146937.84681	eV
E_HOMO	-9.50	eV
net charge	0
strongest force on any atom	4.67	eV Å⁻¹

```
7
Properties=species:S:1:pos:R:3:forces:R:3
C -1.132 0.246 -0.363 4.09 -1.46 -1.72
C 0.718 -0.162 0.210 -4.01 -0.60 -1.01
O -1.838 0.801 0.356 -1.32 0.56 0.66
F 1.325 -0.235 -0.960 0.80 -0.23 -0.90
Br 1.346 1.264 1.202 0.38 0.77 0.78
Br 0.807 -1.905 1.104 -0.04 0.60 -0.23
H -1.227 -0.009 -1.550 0.09 0.35 2.42
```
Positions in Å, forces in eV/Å.

***

6.
ORCA calculation (ωB97M-V/def2-TZVPD) on a structure of composition C18H17N7O4OsS in a non-equilibrium geometry.

E_tot	-50847.06336	eV
E_HOMO (alpha / beta)	-14.47 / -14.47	eV
net charge	+2
strongest force on any atom	1.88	eV Å⁻¹

```
48
Properties=species:S:1:pos:R:3:forces:R:3
Os 1.052 -1.021 -0.255 1.70 -0.51 -0.63
C -5.448 0.914 -3.724 0.01 -0.02 -0.01
C -4.443 0.639 -2.647 0.00 0.00 -0.01
C -4.371 1.441 -1.509 0.00 0.02 0.00
C -3.458 1.177 -0.506 0.02 -0.08 0.03
C -2.601 0.090 -0.660 -0.16 0.06 -0.05
C -2.644 -0.733 -1.788 0.03 0.05 0.05
C -3.568 -0.448 -2.769 0.00 0.01 -0.02
S -1.447 -0.214 0.577 -0.16 -0.18 -0.26
O -0.956 -1.615 0.445 -0.20 -0.08 0.02
O -1.859 0.244 1.853 0.18 0.23 0.02
N 0.033 0.480 0.080 -0.07 -0.02 0.37
C 0.647 1.753 0.143 -0.37 0.10 -0.18
C 0.072 2.933 0.516 -0.03 0.02 -0.02
C 0.863 4.102 0.535 0.03 -0.02 0.02
C 2.185 4.059 0.191 -0.02 -0.06 0.02
C 2.790 2.837 -0.206 -0.03 0.10 -0.01
C 4.151 2.706 -0.558 0.03 0.05 -0.01
C 4.634 1.484 -0.927 -0.05 -0.07 -0.07
C 3.779 0.371 -0.953 -0.07 0.25 0.01
N 2.498 0.447 -0.622 0.10 0.10 0.37
C 2.003 1.682 -0.240 0.02 -0.16 -0.06
H -6.024 1.812 -3.517 0.00 0.00 0.00
H -6.138 0.074 -3.817 -0.01 0.01 0.01
H -4.954 1.029 -4.689 0.00 0.01 0.01
H -5.049 2.279 -1.404 -0.01 -0.01 0.01
H -3.424 1.780 0.392 -0.03 0.01 -0.01
H -1.989 -1.590 -1.875 -0.01 0.00 -0.01
H -3.627 -1.081 -3.645 0.00 0.00 0.01
H -0.970 2.970 0.808 0.01 0.02 0.00
H 0.410 5.037 0.832 0.00 0.00 0.02
H 2.791 4.955 0.228 0.00 0.00 -0.04
H 4.798 3.574 -0.531 -0.01 0.00 0.00
H 5.668 1.347 -1.206 0.00 -0.01 -0.01
H 4.138 -0.592 -1.256 0.08 -0.09 0.04
N 0.293 -4.408 3.432 -0.04 0.01 -0.03
C 1.290 -3.766 4.020 -0.15 0.10 -0.12
N 1.739 -4.129 5.203 0.08 0.00 0.02
N 1.896 -2.695 3.456 0.31 -0.12 0.45
C 1.821 -2.211 2.324 0.04 0.23 -0.39
N 1.960 -1.651 1.279 -0.32 -0.08 1.05
H -0.196 -5.161 3.893 0.03 -0.03 -0.03
H -0.063 -4.099 2.542 -0.02 -0.01 0.01
H 1.388 -4.937 5.693 -0.03 0.03 0.01
H 2.505 -3.615 5.610 0.00 -0.01 0.00
O 3.644 -2.524 -1.636 -0.09 -0.07 0.00
N 2.683 -3.164 -1.769 0.48 -0.09 -0.25
O 1.497 -2.560 -1.345 -1.28 0.30 -0.31
```
Positions in Å, forces in eV/Å.